A 2-piece molecular cluster, C3H12NO2S overall at a distorted geometry, computed with ωB97M-V with the def2-TZVPD basis set.

## Properties
ΔE to the lowest compared entry with this formula, charge and spin in kcal/mol: 46.98
HOMO level in eV: -13.019
Calculated total energy in eV: -19717.873
HOMO-LUMO gap in eV: 9.871
E_LUMO in eV: -3.1

Structure (ORCA input):
```
! RIJCOSX wB97M-V def2-TZVPD def2/J DEFGRID3
* xyz 1 1
C 1.544 -0.329 -0.560
O 1.095 -1.588 -0.346
C 0.729 0.587 0.470
C -0.224 1.498 -0.171
S -1.011 2.711 1.002
N 0.054 -0.347 1.325
H 2.623 -0.247 -0.614
H 1.154 0.013 -1.470
H 1.659 -2.192 -1.033
H 1.451 1.117 1.005
H 0.217 2.231 -0.977
H -0.966 1.121 -0.861
H -2.372 2.469 0.703
H -0.309 0.152 2.037
H -0.907 -0.750 0.832
H 0.528 -1.188 1.617
H -2.296 -2.197 -0.708
H -1.235 -1.563 -1.554
O -1.733 -1.495 -0.698
*
```

=====

C41H39As2HgI2N5O4 as an isolated structure at a distorted geometry, computed with ωB97M-V with the def2-TZVPD basis set.

## Properties
HOMO level (spin up / spin down) in eV: -3.836 / -3.910
Calculated total energy in eV: -200842.513
HOMO-LUMO gap (spin up / spin down) in eV: 5.903 / 5.570
E_LUMO (spin up / spin down) in eV: 2.1 / 1.7

Structure (ORCA input):
```
! RIJCOSX wB97M-V def2-TZVPD def2/J DEFGRID3
* xyz -1 2
Hg -1.254 0.664 0.329
O -2.704 2.863 3.150
C -2.644 1.853 2.438
O -1.656 1.022 2.441
C -3.762 1.588 1.378
O -4.941 1.611 1.695
O -3.303 1.347 0.190
C 1.291 -1.639 1.734
C 1.371 -0.246 2.369
As 1.770 1.107 0.995
C 3.633 0.564 0.633
C 4.112 0.752 -0.659
C 5.405 0.383 -1.003
C 6.236 -0.188 -0.052
C 5.778 -0.359 1.249
C 4.490 0.024 1.588
C 2.289 2.617 2.131
C 3.298 3.482 1.710
C 3.616 4.614 2.443
C 2.922 4.902 3.611
C 1.900 4.062 4.025
C 1.581 2.930 3.288
As -0.141 -1.708 0.373
C -0.304 -3.670 0.218
C 0.691 -4.541 0.649
C 0.504 -5.916 0.594
C -0.680 -6.437 0.096
C -1.671 -5.579 -0.359
C -1.484 -4.207 -0.293
C 0.832 -1.304 -1.251
C 0.053 -0.512 -2.279
C 0.926 -0.113 -3.425
C 2.186 -0.583 -3.609
C 2.768 -1.488 -2.701
C 2.070 -1.807 -1.525
H 1.055 -2.390 2.491
H 2.253 -1.888 1.278
H 2.117 -0.211 3.168
H 0.407 0.005 2.815
H 3.445 1.180 -1.400
H 5.757 0.526 -2.018
H 7.240 -0.496 -0.318
H 6.429 -0.794 1.998
H 4.155 -0.096 2.612
H 3.837 3.260 0.795
H 4.408 5.272 2.105
H 3.174 5.785 4.186
H 1.345 4.288 4.928
H 0.756 2.297 3.600
H 1.624 -4.150 1.038
H 1.279 -6.581 0.955
H -0.832 -7.509 0.072
H -2.599 -5.979 -0.751
H -2.267 -3.537 -0.621
H -1.625 -1.719 -1.780
H 0.507 0.607 -4.119
H 2.751 -0.255 -4.476
H 3.757 -1.889 -2.873
H 2.534 -2.486 -0.815
I 0.860 6.787 -1.547
C 0.068 5.322 -0.306
C -0.720 5.519 0.807
N -0.985 4.300 1.296
N -0.426 3.331 0.568
C 0.234 3.936 -0.410
H -1.092 6.423 1.258
H -1.571 4.033 2.103
H 0.802 3.358 -1.124
C -3.209 1.644 -4.041
C -2.215 0.764 -3.346
C -2.153 -0.573 -3.506
C -1.172 -1.394 -2.732
N -0.442 0.756 -1.679
N -1.340 1.401 -2.527
C -0.738 -2.637 -3.507
H -3.892 1.033 -4.628
H -2.723 2.366 -4.701
H -3.789 2.195 -3.297
H -2.791 -1.068 -4.228
H -1.402 2.397 -2.407
H -0.318 -2.343 -4.471
H -1.592 -3.294 -3.686
H 0.022 -3.191 -2.953
I -2.310 -2.482 3.215
C -3.943 -2.018 1.943
C -5.213 -2.006 2.495
C -6.276 -1.817 1.629
C -6.024 -1.635 0.279
C -4.711 -1.639 -0.153
N -3.683 -1.851 0.671
H -5.361 -2.145 3.556
H -7.289 -1.824 2.008
H -6.831 -1.488 -0.426
H -4.460 -1.481 -1.197
*
```